Here is C5H9O3Pd as an isolated structure at a distorted geometry from OMol25. Energies are from ωB97M-V with the def2-TZVPD basis set.

Positions of all 18 atoms, in Å:
O (1.489, -0.399, 1.318)
C (2.074, 0.757, 1.051)
C (1.389, 1.947, 0.822)
H (3.157, 0.722, 0.848)
H (1.718, 2.653, 1.601)
H (0.467, 2.533, 0.761)
O (-1.312, -1.981, 0.705)
C (-2.211, -1.370, -0.160)
C (-1.497, -0.465, -1.161)
O (-0.557, 0.321, -0.405)
C (0.163, 1.280, -1.082)
Pd (-0.027, -0.729, 0.912)
H (-2.954, -0.756, 0.391)
H (-2.790, -2.105, -0.751)
H (-2.194, 0.208, -1.681)
H (-0.924, -1.054, -1.894)
H (1.243, 1.177, -1.198)
H (-0.466, 1.980, -1.636)

frontier orbital gap (alpha / beta) = 7.72 / 6.86 eV
relative energy (zero: lowest compared OMol25 entry of this formula, charge and spin) = 65.0 kcal per mole
multiplicity = 4
highest occupied orbital energy (alpha / beta) = -6.9 / -7.9 eV

Results of the natural (NBO) charge analysis, in e, for atoms 1 through 6: O -0.6231; C 0.1743; C -0.6773; H 0.1755; H 0.2390; H 0.2536

***

Here is a 2-piece molecular cluster, C6H12N2O overall at a distorted geometry from OMol25. Energies are from ωB97M-V with the def2-TZVPD basis set.

Positions of all 21 atoms, in Å:
C (-1.756, 1.692, -0.901)
C (0.356, 1.204, 0.072)
O (-0.958, 1.364, 0.256)
N (1.235, 1.929, -0.435)
H (0.911, 2.854, -0.742)
H (0.175, -0.067, 1.796)
H (-1.646, 0.897, -1.640)
H (-2.784, 1.744, -0.549)
H (-1.454, 2.656, -1.317)
C (2.146, -0.986, -0.097)
C (0.634, -0.931, -0.085)
C (-0.018, -1.048, 1.283)
C (-1.417, -1.312, 1.282)
N (-0.111, -1.236, -1.109)
H (0.452, -1.247, -1.960)
H (0.568, -1.739, 1.906)
H (2.573, -0.493, 0.778)
H (2.540, -0.489, -0.983)
H (2.466, -2.032, -0.103)
H (-1.922, -1.514, 0.349)
H (-1.989, -1.246, 2.198)

frontier orbital gap (alpha / beta) = 8.86 / 7.11 eV
relative energy (zero: lowest compared OMol25 entry of this formula, charge and spin) = 135.4 kcal per mole
multiplicity = 1
highest occupied orbital energy (alpha / beta) = -8.1 / -7.7 eV

Results of the natural (NBO) charge analysis, in e, for atoms 1 through 6: C -0.2539; C 0.6170; O -0.5472; N -0.7466; H 0.3541; H 0.2435

***

Quick rundown of E, same order as above: -549.0179, -420.3682 a.u.